{
  "formula": "C14H8N2O8Pt",
  "method": "ωB97M-V with the def2-TZVPD basis set",
  "elements": ["Pt", "O", "C", "O", "C", "C", "C", "C", "C", "N", "C", "O", "O", "H", "H", "H", "H", "O", "C", "O", "C", "C", "C", "C", "C", "C", "N", "O", "O", "H", "H", "H", "H"],
  "xyz": [[-1.0300, 0.6722, 1.0075], [-2.4470, -2.9515, -0.1295], [-1.8252, -1.8460, 0.3445], [-1.7436, -0.7454, -0.2819], [-1.3449, -2.0328, 1.7144], [-0.9231, -3.1989, 2.2809], [-0.3195, -3.0543, 3.5533], [-0.0456, -1.7804, 4.1170], [-0.3964, -0.6400, 3.4104], [-1.2156, -0.8726, 2.3720], [-0.1337, 0.8364, 3.6389], [0.2582, 1.2579, 4.6875], [-0.3023, 1.6027, 2.5690], [-2.5701, -2.8711, -1.1099], [-0.9993, -4.1676, 1.7837], [0.0573, -3.9475, 4.0378], [0.4361, -1.6917, 5.0821], [2.0738, -1.3591, -1.5178], [1.5008, -0.5551, -0.7321], [1.3748, -0.5736, 0.5717], [0.9226, 0.5406, -1.5797], [0.7170, 1.8119, -0.9990], [0.6261, 2.8741, -1.8812], [0.5858, 2.6573, -3.2587], [0.4901, 1.3280, -3.7746], [0.7757, 0.3002, -2.9398], [0.8465, 3.6804, -4.1483], [1.3084, 4.7420, -3.6610], [0.6505, 3.4356, -5.4029], [0.8342, 2.0698, 0.0680], [0.7566, 3.9291, -1.5370], [0.2167, 1.2702, -4.8658], [0.8651, -0.7207, -3.4197]],
  "atomic_forces_ev_per_a": [[1.52, 0.55, -0.89], [1.15, 1.61, -0.92], [-1.55, 0.33, -1.72], [-0.90, -3.53, 0.21], [-0.07, 0.71, 0.85], [0.69, -0.50, 1.11], [0.23, 0.66, -0.32], [0.17, -0.98, 0.00], [-2.09, -1.39, -0.55], [1.32, 0.33, -0.59], [0.42, 0.99, -0.72], [0.11, -0.29, 0.73], [0.20, 0.35, 1.42], [-0.02, 0.06, 0.90], [0.02, 0.40, 0.18], [-0.15, 0.14, 0.17], [0.22, -0.06, -0.13], [-0.26, 0.27, 2.97], [0.41, -1.69, -1.47], [-1.05, 0.36, -1.60], [-0.17, 0.94, 2.01], [0.27, -0.17, -0.78], [0.43, 1.84, -0.48], [-0.45, -3.07, 1.68], [-0.52, 2.35, -1.44], [-0.58, -1.65, -0.96], [0.41, 2.68, -3.35], [-1.06, -1.91, -1.80], [0.71, 1.43, 3.73], [0.21, -0.59, -0.59], [-0.35, -1.10, -0.25], [0.76, -0.35, 1.36], [-0.03, 1.28, 1.20]],
  "multiplicity": 3,
  "orbital_gap_ev": [6.32, 6.29],
  "e_lumo_ev": [-2.202, -2.914],
  "homo_energy_ev": [-8.517, -9.200]
}

***

{
  "formula": "C4H8N2O",
  "method": "ωB97M-V with the def2-TZVPD basis set",
  "elements": ["C", "C", "C", "N", "C", "O", "N", "H", "H", "H", "H", "H", "H", "H", "H"],
  "xyz": [[1.1683, -0.9428, -0.8133], [0.0529, -0.2211, -0.0996], [-1.1748, -0.9377, 0.3181], [-0.1990, -0.4910, 1.3134], [-0.1050, 1.2268, -0.5039], [-0.0328, 1.5604, -1.6752], [-0.3448, 2.0656, 0.5328], [1.1487, -2.0139, -0.5821], [1.0779, -0.7990, -1.8928], [2.1361, -0.5366, -0.4958], [-2.1244, -0.4080, 0.3487], [-1.2412, -1.9976, 0.0807], [0.3835, -1.2610, 1.6276], [-0.3154, 1.7031, 1.4761], [-0.4298, 3.0529, 0.3653]],
  "atomic_forces_ev_per_a": [[0.02, -0.02, 0.00], [0.08, 0.01, -0.14], [-0.24, -0.11, -0.10], [0.16, -0.11, 0.22], [0.01, 0.07, -0.11], [-0.01, 0.04, 0.38], [0.04, 0.03, 0.01], [-0.02, 0.15, -0.06], [0.00, -0.05, 0.16], [-0.12, -0.07, -0.07], [0.15, -0.09, -0.03], [0.04, 0.15, 0.06], [-0.06, 0.02, -0.02], [-0.03, 0.01, -0.23], [-0.02, -0.04, -0.08]],
  "multiplicity": 1,
  "orbital_gap_ev": 10.53,
  "e_lumo_ev": 1.004,
  "smiles": "C[C@@]1(C(N)=O)CN1",
  "homo_energy_ev": -9.526,
  "de_lowest_ev": 1.152
}

***

{
  "formula": "C9H20OSi",
  "method": "ωB97M-V with the def2-TZVPD basis set",
  "elements": ["C", "C", "C", "C", "C", "C", "C", "C", "C", "O", "Si", "H", "H", "H", "H", "H", "H", "H", "H", "H", "H", "H", "H", "H", "H", "H", "H", "H", "H", "H", "H"],
  "xyz": [[-1.9012, 0.9234, -1.1356], [-1.1752, 0.1842, -2.2412], [-1.6401, 0.4422, 0.2588], [-1.3948, 1.6096, 1.1203], [-2.3539, -0.6145, 1.0549], [2.0118, -2.6571, 0.8247], [2.4874, 1.7796, -0.6095], [0.6265, -2.3614, 0.3733], [1.8154, 0.8831, 0.4245], [0.1501, -0.0969, -1.8796], [0.5001, -0.4419, -0.3199], [-1.6203, 1.9483, -1.3417], [-3.0439, 1.1511, -1.3962], [-1.7477, -0.7200, -2.4851], [-1.0880, 0.8466, -3.1113], [-0.9212, 1.1360, 1.9853], [-2.2510, 2.1866, 1.3925], [-0.7137, 2.3389, 0.7303], [-3.4522, -0.4778, 1.3582], [-1.6677, -0.5776, 1.9560], [-2.2692, -1.5861, 0.5250], [2.5761, -2.1861, 1.5967], [2.1613, -3.7499, 0.9037], [2.6317, -2.3131, -0.1587], [3.0735, 1.1588, -1.1957], [1.7263, 2.2923, -1.2412], [3.1051, 2.5193, -0.0523], [-0.0586, -2.5254, 1.1495], [0.4082, -3.0276, -0.4811], [1.3999, 1.6604, 1.1018], [2.6252, 0.2750, 0.8933]],
  "atomic_forces_ev_per_a": [[-3.06, 0.92, -1.31], [-1.17, -0.11, -0.68], [2.76, -0.27, -1.67], [1.22, -0.17, 1.29], [-0.12, -0.69, 0.13], [2.86, -0.70, -4.00], [-1.24, 1.13, 0.77], [0.24, 2.30, -1.70], [-0.15, -0.92, -0.28], [1.13, -0.72, -0.18], [-2.62, 1.46, 3.10], [0.81, 0.53, 1.01], [1.78, -1.38, 0.31], [0.45, -0.13, -0.27], [-0.36, -0.40, -0.07], [-0.11, 0.97, 0.63], [-1.09, 0.16, 0.45], [0.61, 0.27, -0.46], [1.44, 0.22, -0.42], [-1.39, -0.97, -0.50], [-0.20, 0.29, 0.63], [-0.51, 0.71, 0.99], [0.09, 0.45, 0.12], [-0.64, -1.17, 2.18], [1.44, -0.71, -1.58], [0.67, -0.20, 0.38], [-0.29, -0.35, -0.70], [-1.44, -0.03, 0.90], [-0.13, 0.33, 0.41], [-0.33, -1.44, 0.28], [-0.65, 0.60, 0.21]],
  "multiplicity": 1,
  "orbital_gap_ev": 8.42,
  "e_lumo_ev": 0.729,
  "homo_energy_ev": -7.692,
  "de_lowest_ev": 2.452
}

***

{
  "formula": "C6H5N5ORhSbSe4",
  "method": "ωB97M-V with the def2-TZVPD basis set",
  "elements": ["Rh", "N", "C", "N", "C", "N", "C", "C", "N", "C", "C", "N", "H", "H", "H", "H", "H", "O", "Se", "Sb", "Se", "Se", "Se"],
  "xyz": [[1.1471, 0.2794, 1.2581], [-1.1625, -3.0020, -0.5774], [-0.1147, -2.6827, 0.1909], [-0.1235, -1.3855, 0.3864], [-1.2188, -0.9545, -0.2937], [-1.8811, -1.9080, -0.8966], [-1.5274, 0.4751, -0.3262], [-2.6521, 1.0110, -0.9366], [-2.8791, 2.3179, -0.9435], [-1.9795, 3.0906, -0.3468], [-0.8479, 2.5687, 0.2649], [-0.6295, 1.2602, 0.2728], [-1.4399, -3.9058, -0.9225], [0.6219, -3.3797, 0.5550], [-3.3719, 0.3647, -1.4227], [-2.1624, 4.1574, -0.3523], [-0.1066, 3.1981, 0.7381], [0.3418, 0.2807, 2.8370], [3.6367, -2.5669, -0.6962], [4.3078, -0.2810, 0.1047], [6.4989, 0.4825, -0.2708], [2.2613, 0.6450, -0.9890], [3.2815, -0.0652, 2.3662]],
  "atomic_forces_ev_per_a": [[-0.18, 0.18, 0.01], [0.00, 0.05, 0.06], [0.08, -0.06, -0.06], [-0.04, 0.01, 0.05], [0.12, 0.06, 0.04], [-0.06, -0.08, -0.05], [0.01, -0.07, -0.01], [-0.02, 0.05, 0.00], [-0.01, -0.04, -0.02], [-0.01, 0.00, 0.02], [0.02, 0.06, -0.03], [0.04, -0.06, 0.04], [0.00, 0.00, 0.01], [0.00, 0.00, 0.00], [0.00, 0.00, 0.00], [0.03, 0.00, 0.01], [-0.01, 0.00, 0.02], [0.04, -0.02, -0.10], [0.01, 0.00, -0.02], [0.00, 0.01, -0.06], [0.02, -0.03, -0.02], [0.00, -0.01, 0.06], [-0.04, -0.05, 0.04]],
  "multiplicity": 5,
  "orbital_gap_ev": [6.92, 5.68],
  "e_lumo_ev": [-1.150, -2.341],
  "homo_energy_ev": [-8.069, -8.021],
  "de_lowest_ev": 0.000
}

***

no.,E_tot (eV)
1,-37247.60547
2,-9305.24139
3,-19580.62950
4,-286730.40098